ORCA calculation (ωB97M-V/def2-TZVPD) on 8 unconnected molecules or ions with the total composition C53H43N2O19P in a non-equilibrium geometry.

Calculated values
Largest force on an atom in eV/Å: 2.29
Structure (SMILES): CCOCC1=C([PH2]=N)C(=O)C(CON=O)=C(C)C1=O.O=C1C=CC(=O)C=C1.O=C1C=CC(=O)C=C1.O=C1C=CC(=O)C=C1.O=C1C=CC(=O)C=C1.O=C1C=CC(=O)C=C1.O=C1C=CC(=O)C=C1.O=C1C=CC(=O)C=C1
E_LUMO in eV: -1.98
E_tot in Eh: -3925.39100

Each line ends with the Löwdin charge.
Cartesian coordinates (Å):
H: -7.317 -3.598 -1.616  0.021
O: 7.166 4.628 -1.106  0.101
H: -1.396 5.744 -3.305  0.124
O: -9.260 -10.547 4.347  0.114
C: 3.873 -0.229 -4.468  0.018
C: -2.369 -1.616 -2.699  -0.135
H: -8.543 -4.671 0.560  0.067
H: 4.998 5.666 4.933  0.113
C: -3.009 4.663 -2.289  -0.382
C: -1.375 -2.348 1.475  0.016
H: -0.365 3.706 -4.301  0.123
C: -0.372 -3.607 3.844  0.022
O: 2.128 -0.299 -2.894  0.102
O: -0.468 -1.452 4.785  0.108
H: 8.447 4.341 1.527  0.116
C: 6.582 4.494 -3.382  0.026
H: -1.754 -1.957 0.535  0.078
C: 6.180 7.340 7.646  -0.380
C: -0.655 -2.148 3.811  -0.385
H: 4.594 -0.368 -3.671  0.116
H: 6.398 5.561 -3.402  0.124
O: -1.289 -4.499 0.535  0.100
C: 1.435 0.002 -5.131  0.023
O: 6.539 1.562 -5.374  0.091
C: 7.648 9.775 8.036  -0.386
C: 7.456 7.592 6.932  0.022
C: 6.371 9.522 8.749  0.022
H: -4.246 -3.873 0.179  0.139
H: -8.343 -3.094 1.389  0.081
H: 5.268 -0.132 -6.054  0.103
H: 6.695 5.992 0.919  0.105
H: -4.201 -2.195 0.678  0.122
C: -2.951 -1.960 -3.849  -0.100
C: -6.496 -4.137 0.879  -0.287
H: -1.375 -0.516 2.536  0.127
C: -1.248 3.664 -3.676  0.027
H: -9.501 -9.466 2.001  0.124
C: 3.225 0.086 -6.811  -0.377
H: -5.563 -8.091 4.805  0.122
C: 7.735 4.049 3.579  -0.388
C: -6.426 -8.419 4.239  0.021
C: 5.691 8.393 8.569  0.021
O: -3.508 5.653 -1.804  0.117
O: -1.319 1.326 -3.927  0.070
H: -0.543 -1.544 -1.581  0.091
N: -7.126 -3.917 -4.020  -0.302
H: 6.106 4.116 -5.411  0.125
C: -3.204 -1.538 -1.477  -0.287
C: 5.760 5.350 4.232  0.013
C: -6.596 -7.820 2.893  -0.383
C: -4.421 -2.220 -3.817  -0.313
C: -7.770 -8.250 2.094  0.019
C: -8.639 -9.139 2.567  0.025
C: 7.125 1.695 -3.099  0.023
H: -0.806 -0.237 -2.741  0.066
C: -1.823 2.320 -3.438  -0.348
H: -1.590 -1.165 -5.229  0.108
C: -7.962 -4.099 1.277  -0.057
O: -1.375 -3.188 -5.320  -0.103
C: 5.709 5.957 2.878  -0.381
C: -8.470 -9.739 3.915  -0.385
C: -2.229 -2.037 -5.162  -0.109
H: 7.310 0.628 -3.078  0.124
H: -0.339 -1.834 -3.319  0.077
P: -6.409 -3.949 -2.626  0.778
C: 6.685 2.264 -4.396  -0.372
C: 2.448 -0.186 -4.060  -0.372
H: 6.032 10.303 9.417  0.123
H: -5.902 -4.318 1.772  0.110
C: -4.980 -2.799 -2.538  -0.162
H: 9.069 8.924 6.601  0.123
C: -4.704 -2.897 0.016  -0.163
H: -3.432 1.236 -2.424  0.111
H: -6.283 -4.903 0.139  0.087
H: -2.958 -2.051 -5.963  0.128
C: 6.426 3.723 -4.454  0.029
C: -0.916 -1.310 -2.571  -0.002
H: -8.090 -3.636 -3.919  -0.044
H: 7.795 6.810 6.264  0.112
C: -7.293 -9.308 4.713  0.023
C: 6.699 4.465 4.557  0.013
H: 6.751 4.012 5.539  0.123
H: 0.403 0.035 -4.819  0.075
C: -1.798 4.752 -3.144  0.028
O: 4.853 6.763 2.582  0.107
C: 6.746 5.541 1.901  0.016
C: 7.281 2.466 -2.026  0.029
C: -1.174 -1.580 2.542  0.038
O: 8.593 3.244 3.876  0.100
H: 0.004 -4.001 4.779  0.121
H: 4.759 8.189 9.080  0.122
O: 5.559 6.312 7.480  0.096
O: -1.769 -5.199 -4.730  0.107
C: -3.582 3.314 -2.053  0.036
H: -8.061 -4.649 2.207  0.067
C: -4.383 -2.454 -1.392  -0.084
O: -2.894 -0.781 -0.573  0.086
O: 8.268 10.801 8.202  0.111
H: -7.875 -7.800 1.115  0.120
C: -0.576 -4.375 2.777  0.021
H: -4.465 3.269 -1.427  0.127
N: -1.526 -4.157 -4.285  -0.018
H: -7.188 -9.758 5.692  0.123
O: -5.804 -7.010 2.460  0.096
H: 7.600 2.072 -1.069  0.124
O: -6.078 -2.870 0.337  -0.165
H: -0.377 -5.439 2.780  0.121
H: -5.908 -5.237 -2.330  0.015
C: 4.237 -0.103 -5.741  0.015
C: -3.031 2.228 -2.585  0.038
C: -1.095 -3.802 1.510  -0.380
C: 7.684 4.657 2.227  0.017
O: -5.120 -1.927 -4.776  0.111
C: 8.137 8.720 7.112  0.025
O: 3.551 0.201 -7.972  0.113
C: 7.022 3.926 -2.084  -0.370
H: 1.076 0.269 -7.201  0.123
C: 1.797 0.129 -6.405  0.031

Forces on atoms 1 to 3 (eV/Å):
H 0.5830 -0.1421 0.4840
O 0.0451 0.0160 0.0114
H -0.0293 0.0171 0.0240

ORCA calculation (ωB97M-V/def2-TZVPD) on a molecular structure, C53H44MnN2OP2S2 in a non-equilibrium geometry.

Calculated values
Relative energy (zero: lowest compared OMol25 entry of this formula, charge and spin) in kJ/mol: 0.0
Largest force on an atom in eV/Å: 1.24
2S+1: 6
E_LUMO (spin up / spin down) in eV: -0.11 / -0.11
E_tot in Eh: -4860.92175

Each line ends with the Löwdin spin population.
Cartesian coordinates (Å):
H: -5.084 -0.457 0.159  0.000
P: 2.438 -0.871 -0.658  0.041
H: 6.660 1.517 0.241  0.000
H: -0.842 -0.646 -2.912  0.003
H: 0.265 -3.008 1.860  0.010
H: 5.306 -4.909 -0.493  0.000
C: 3.753 -1.995 1.486  0.000
C: 4.738 0.642 -0.233  0.007
C: -1.822 -0.996 -3.217  0.003
H: -3.007 -3.789 -0.924  0.003
C: -3.614 2.974 -0.476  0.000
H: -6.568 1.475 0.262  0.000
H: 2.869 -1.481 -6.306  0.000
C: 4.392 4.796 1.962  0.001
H: -4.393 5.983 -0.123  0.000
H: -3.964 -5.490 0.562  0.000
H: -1.752 5.566 -1.660  0.000
C: 0.136 -2.428 3.981  0.004
H: -0.105 3.661 1.038  0.000
C: 4.514 -2.942 2.145  0.000
H: -1.909 1.076 2.696  0.000
H: 4.088 0.359 -5.179  0.000
C: -4.099 -2.829 2.649  0.000
C: 1.859 4.311 1.598  -0.001
H: -4.645 -4.894 2.865  0.000
C: -3.876 -4.469 0.909  0.001
H: 1.621 -3.791 4.703  0.000
H: 0.142 -4.556 4.126  0.000
H: -0.041 3.807 -1.438  0.001
C: 5.078 -3.997 1.435  0.000
S: 0.099 1.269 -0.482  0.057
H: -1.159 1.415 4.260  0.000
C: -3.288 0.599 -0.210  0.006
H: -1.350 -0.920 -5.301  0.000
H: 1.486 -3.036 -4.961  0.000
C: 3.551 -2.082 0.109  0.005
C: -2.033 4.591 -1.285  0.000
H: 5.215 -0.263 -0.595  0.001
C: 0.948 3.422 0.982  0.009
C: -3.351 -3.505 0.062  0.005
H: -5.289 -2.288 -4.314  0.000
C: 3.489 -0.334 -4.602  0.000
C: 4.113 -3.137 -0.595  0.001
C: -3.227 -2.187 0.492  0.004
C: 3.183 4.042 1.465  0.007
H: 6.224 4.527 0.777  0.000
H: -6.105 4.525 0.583  0.000
C: -3.297 4.294 -0.877  0.002
C: 4.877 -4.089 0.068  0.001
H: -4.743 5.597 -1.796  0.000
C: -4.998 2.857 -0.215  0.001
H: 1.326 -2.761 -2.510  0.004
C: 3.405 -0.183 -3.226  0.003
C: 1.939 -2.086 -3.103  0.005
H: -4.373 -2.562 3.661  0.000
H: 3.929 0.636 -2.753  0.000
C: -3.354 -1.614 -4.961  0.000
C: -1.063 3.574 -1.168  0.006
H: -3.575 -1.745 -6.012  0.000
H: 4.408 5.813 1.565  0.000
H: 4.369 4.883 3.050  0.000
C: -1.341 2.316 -0.692  0.009
C: -5.516 1.632 0.067  0.000
C: -2.789 -1.294 -2.259  0.006
C: 3.594 2.862 0.800  -0.001
C: -4.249 -4.136 2.203  0.001
C: 2.031 -2.234 -4.479  0.000
H: 0.151 -3.717 5.678  0.000
H: -6.478 4.157 -1.089  0.000
C: -4.534 5.155 -0.821  0.000
C: -4.319 -1.920 -4.008  0.001
N: -0.261 -1.099 2.242  0.039
C: -3.591 -1.862 1.797  0.001
H: 3.310 -1.179 2.049  0.000
C: -4.639 0.524 0.024  0.003
C: -2.702 1.905 -0.418  0.001
C: 2.732 1.901 0.246  0.002
C: 5.607 3.965 1.480  0.000
C: -5.665 4.202 -0.362  0.000
C: -0.490 -0.396 3.349  0.008
C: -0.979 1.012 3.264  0.001
H: 6.257 3.676 2.307  0.000
S: 0.173 -3.363 -0.274  0.275
H: -0.246 1.655 2.776  0.000
C: -2.109 -1.152 -4.566  0.000
H: -4.793 -2.003 -1.924  0.000
C: 5.004 2.755 0.809  0.003
H: 5.668 -4.746 1.946  0.000
H: -0.370 -0.913 5.511  0.001
H: 3.949 -3.228 -1.661  0.000
N: 0.130 -2.325 2.652  0.009
C: 5.587 1.655 0.266  -0.001
C: 2.634 -1.057 -2.465  0.005
H: -3.472 -0.849 2.163  0.000
C: 1.339 2.300 0.298  0.005
C: 0.535 -3.691 4.661  0.001
H: 1.486 5.183 2.119  0.000
P: -2.336 -0.984 -0.528  0.045
C: 2.803 -1.362 -5.233  0.002
Mn: 0.067 -1.143 0.005  4.353
C: 3.365 0.702 -0.246  0.006
C: -0.258 -1.191 4.478  0.004
O: 0.591 1.033 -1.880  0.024
H: 4.665 -2.859 3.214  0.000
C: -4.038 -1.758 -2.662  0.001

Forces on atoms 1 to 3 (eV/Å):
H 0.0675 0.0437 -0.0090
P 0.3402 0.9152 -0.0989
H 0.0266 0.0152 0.0033

Q: largest force on an atom of number 2 (C53H44MnN2OP2S2)?
A: 1.24 eV/Å

Q: Which value of E_tot does entry 1 give?
A: -3925.39100 Eh

Q: Look up the E_tot of the second one.
A: -4860.92175 Eh

Q: Number 2 is which compound?
A: C53H44MnN2OP2S2